Density functional theory data (the ωB97M-V functional and the def2-TZVPD basis) for a molecular structure, C19H16AlCl3N5O3.

XYZ file:
```
47
Properties=species:S:1:pos:R:3:forces:R:3:lowdin_charge:R:1
Al 0.455951 -0.176799 0.284647 0.1491 -0.3273 0.2665 0.02
Cl 2.027017 5.100439 -4.054551 0.0184 0.0868 -0.0812 0.72
C 1.935138 3.657686 -3.119648 -0.0199 -0.1975 0.1394 -0.67
C 0.798574 3.409668 -2.364953 -0.1889 0.0746 0.0097 -0.10
C 0.767760 2.248814 -1.623401 0.5981 0.0341 -0.2730 -0.49
Cl -0.583964 1.815912 -0.615403 -0.5081 0.2575 -0.0112 0.98
C 1.819364 1.331506 -1.577210 -0.3791 -0.0270 0.1186 -0.39
O 1.705430 0.252837 -0.806674 0.6260 0.0879 -0.2829 -0.06
C 2.935790 1.603539 -2.364139 -0.1207 0.1070 -0.0061 -0.58
Cl 4.238788 0.483519 -2.377520 0.0782 -0.0560 0.0107 0.75
C 2.992641 2.759693 -3.126159 0.0472 0.0142 -0.0381 -0.10
H -0.029821 4.104334 -2.363794 0.0166 -0.0082 0.0024 0.12
H 3.870151 2.958650 -3.725250 -0.0069 0.0052 0.0044 0.12
O 1.467274 -0.736209 1.792496 0.0621 0.0972 -0.0811 0.12
C 0.508464 -0.366627 2.538526 -0.1595 -0.1093 0.3101 -0.33
N -0.584898 0.046544 1.885589 0.3906 -0.2060 -0.3559 0.14
C -1.600026 0.369209 2.824546 -0.1751 0.1385 -0.0969 -0.35
O -2.695547 0.751285 2.544455 0.0466 -0.0072 0.0758 0.16
C -0.979245 0.141882 4.174700 0.2434 -0.0544 0.0237 -0.07
C -1.484738 0.336159 5.438298 -0.0597 -0.0039 0.0314 0.03
C -0.626790 0.102163 6.515003 -0.0362 -0.0005 -0.0125 -0.03
C 0.688021 -0.302983 6.323213 0.0525 -0.0235 0.0086 -0.04
C 1.195217 -0.513211 5.043942 0.0414 -0.0707 -0.1149 0.03
C 0.337541 -0.293346 3.985753 -0.1757 0.0910 0.2130 -0.08
H -2.504441 0.660866 5.595144 0.0053 0.0208 -0.0374 0.13
H -0.990100 0.244698 7.524025 -0.0063 0.0179 -0.0114 0.12
H 1.328225 -0.453952 7.181765 -0.0131 -0.0163 -0.0045 0.12
H 2.216982 -0.828157 4.879384 -0.0062 -0.0057 0.0426 0.13
C -3.089692 -3.348757 -4.228856 0.0692 -0.1158 -0.0337 -0.07
C -1.731397 -4.027095 -4.067140 0.0357 0.2122 0.1672 -0.40
C -0.598588 -3.165629 -4.621364 -0.0315 -0.1324 0.0081 -0.07
C -1.469489 -4.432346 -2.603843 -0.2147 -0.2610 -0.6205 -0.09
N -1.186389 -3.290892 -1.743625 0.4469 0.0730 0.2437 -0.06
C -0.009040 -2.786495 -1.388496 0.0197 0.2100 -0.0455 -0.02
N -0.251668 -1.739705 -0.626855 -0.6990 0.1845 0.2924 0.05
N -1.604657 -1.625925 -0.527217 -0.2125 -0.2002 -0.1383 0.06
N -2.162194 -2.550168 -1.193822 0.0493 0.0607 0.0304 0.13
H -3.248515 -3.081536 -5.273146 -0.0159 0.0206 0.0115 0.09
H -3.158310 -2.438061 -3.632343 -0.0115 0.0230 -0.0197 0.07
H -3.897075 -4.017124 -3.927102 -0.0219 0.0480 0.0224 0.09
H -1.746021 -4.969926 -4.618799 -0.0009 -0.0412 0.0320 0.14
H -0.584940 -2.175266 -4.159072 0.0092 0.0105 -0.0057 0.08
H -0.734117 -3.019260 -5.691776 0.0143 0.0285 0.0033 0.09
H 0.376190 -3.638578 -4.475692 0.0115 0.0383 -0.0102 0.08
H -0.609773 -5.097831 -2.547968 0.0162 0.0174 0.1162 0.14
H -2.343961 -4.934461 -2.195032 0.0648 -0.0120 0.1258 0.14
H 0.964376 -3.144864 -1.678439 -0.0493 -0.0833 -0.0292 0.17
```
Forces are in eV/Å.

Calculated values
* DFT total energy: -77718.5275 eV
* HOMO level: -0.415 hartree
* relative energy (zero: lowest compared OMol25 entry of this formula, charge and spin): 19.3 kJ/mol
* total charge: +1
* LUMO energy: -3.51 eV